1.
The following is a quantum chemistry calculation of one molecule with the formula C5H6F2 in a non-equilibrium geometry, from OMol25.

Geometry as ORCA input:
```
! RIJCOSX wB97M-V def2-TZVPD def2/J DEFGRID3
* xyz 0 1
C -0.12602 2.14043 -0.33413
C -0.77140 1.01721 -0.02659
C -0.23137 -0.07002 0.74381
F 1.04110 0.21956 1.14701
F -1.05884 -0.26529 1.80813
C -0.14501 -1.26416 -0.09768
C 0.97954 -1.90340 -0.36840
H -0.61160 2.95183 -0.86738
H 0.89606 2.23686 -0.00558
H -1.78904 0.78965 -0.37508
H -1.09704 -1.56046 -0.53708
H 0.95870 -2.72298 -1.07949
H 1.95493 -1.56923 -0.00753
*
```

Electronic energy, eV: -10715.8301
SMILES: C=CC(F)(F)C=C
HOMO-LUMO gap, eV: 10.9
LUMO, eV: 0.856

Mulliken population analysis, charges in e, atoms 1 to 2: C -0.669; C -0.442

=====

2.
The following is a quantum chemistry calculation of a 2-piece molecular cluster, C5H6F2O2 overall in a non-equilibrium geometry, from OMol25.

Geometry as ORCA input:
```
! RIJCOSX wB97M-V def2-TZVPD def2/J DEFGRID3
* xyz 0 1
O -2.19967 1.93416 -0.04438
C -2.00561 0.77964 -0.14929
C -2.35349 -0.48423 0.14363
F -3.65037 -0.62323 0.61268
F -1.90731 -1.54726 -0.45065
C 0.75740 0.27733 1.13113
C 0.69298 0.13654 -0.39141
C 1.96538 -0.48522 -1.06442
O -0.33080 0.38573 -1.00856
H -0.05001 -0.27970 1.57606
H 0.45285 1.34204 1.31516
H 1.69689 0.24851 1.70882
H 1.99464 -0.01511 -2.04535
H 2.14975 -1.61152 -0.84501
H 2.78737 -0.05768 -0.48842
*
```

Electronic energy, eV: -14808.7769
SMILES: O=C=C(F)F.CC(C)=O
HOMO-LUMO gap, eV: 8.2
LUMO, eV: 0.198

Mulliken population analysis, charges in e, atoms 1 to 2: O -0.479; C 0.721

=====

3.
The following is a quantum chemistry calculation of one molecule with the formula C5H6FN in a non-equilibrium geometry, from OMol25.

Geometry as ORCA input:
```
! RIJCOSX wB97M-V def2-TZVPD def2/J DEFGRID3
* xyz 0 1
C -1.25326 -1.31302 -0.21701
C 0.10015 -0.92258 -0.53846
C 0.68926 0.20945 -0.15366
C 1.99475 0.43350 -0.56063
N 3.13774 0.63316 -0.73006
C -0.04924 1.39075 0.76505
F -1.28065 1.81076 0.39250
H -1.77176 -0.62550 -0.81254
H -1.34914 -2.36994 -0.50402
H -1.57273 -1.06686 0.79641
H 0.78415 -1.59397 -1.06027
H 0.70328 2.24437 0.74570
H -0.13256 1.16986 1.87699
*
```

Electronic energy, eV: -9487.8758
SMILES: C/C=C(/C#N)CF
HOMO-LUMO gap, eV: 10.4
LUMO, eV: 0.432

Mulliken population analysis, charges in e, atoms 1 to 2: C -1.150; C -0.040

=====

4.
The following is a quantum chemistry calculation of an isolated ion of composition C5H6FN2O and charge +1 in a non-equilibrium geometry, from OMol25.

Geometry as ORCA input:
```
! RIJCOSX wB97M-V def2-TZVPD def2/J DEFGRID3
* xyz 1 1
N 2.11975 1.79040 -0.36030
C 1.13658 0.86387 0.11519
C 0.73461 1.07570 1.39856
O 0.45749 1.17740 2.49234
C 0.79012 -0.16623 -0.74915
C -0.32954 -1.07623 -0.93341
N -1.51955 -1.40581 -0.27576
C -2.06838 -1.01538 0.80487
F -3.19036 -1.54167 1.21732
H 2.15763 2.17795 -1.35686
H 2.33758 2.44873 0.27759
H 1.39237 -0.17158 -1.60772
H -0.31157 -1.61963 -1.96974
H -2.01022 -2.29044 -0.57801
H -1.69651 -0.24707 1.52508
*
```

Electronic energy, eV: -13016.7098
SMILES: NC(=C=O)/C=C\[NH+]=C\F
HOMO-LUMO gap (alpha / beta), eV: 6.7 / 6.7
LUMO (alpha / beta), eV: -5.201 / -5.201

Mulliken population analysis, charges in e, atoms 1 to 2: N -0.551; C 0.829

=====

5.
The following is a quantum chemistry calculation of one molecule with the formula C5H6FN3O2 in a non-equilibrium geometry, from OMol25.

Geometry as ORCA input:
```
! RIJCOSX wB97M-V def2-TZVPD def2/J DEFGRID3
* xyz 0 1
N 1.36949 0.09930 -1.45339
C 0.76467 0.12056 -0.17446
N 1.86596 -0.19368 0.91758
O 2.84203 -0.78064 0.51202
O 1.63574 0.05057 2.06990
C -0.28003 -1.04710 0.00515
N -1.33848 -0.89255 0.94361
C -1.51274 0.21572 1.51992
C -0.84837 1.50752 1.12526
C 0.17634 1.43786 0.26070
F 0.83247 2.50230 -0.29824
H 1.90550 0.93221 -1.62962
H 1.80057 -0.79891 -1.48095
H -0.82731 -1.12852 -1.05390
H 0.14167 -1.90563 0.37714
H -2.24915 0.14725 2.16886
H -1.25143 2.47310 1.51106
*
```

Electronic energy, eV: -16560.5248
SMILES: N[C@]1([N+](=O)[O-])CN=CC=C1F
HOMO-LUMO gap, eV: 10.0
LUMO, eV: 0.082

Mulliken population analysis, charges in e, atoms 1 to 2: N -0.661; C 0.871

=====

6.
The following is a quantum chemistry calculation of one molecule with the formula C5H6FNO in a non-equilibrium geometry, from OMol25.

Geometry as ORCA input:
```
! RIJCOSX wB97M-V def2-TZVPD def2/J DEFGRID3
* xyz 0 1
N -0.98613 0.75698 -1.53989
C -0.84238 0.96357 -0.07725
C -0.83065 -0.17414 0.85483
O -0.62774 -1.44618 0.10296
C 0.81981 -1.47672 -0.24210
C 1.35781 -0.31559 0.08213
F 2.63852 0.01640 0.16185
C 0.42251 0.65824 0.62701
H -0.00241 1.26465 -1.78577
H -0.63383 -0.32272 -1.52679
H -1.53977 1.84266 0.30241
H -1.18316 -0.30994 1.94037
H 0.89277 -2.50118 -0.56347
H 0.51465 1.04395 1.66371
*
```

Electronic energy, eV: -11532.8455
SMILES: N[C@H]1[C@H]2OC=C(F)[C@@H]12
HOMO-LUMO gap, eV: 10.0
LUMO, eV: 0.821

Mulliken population analysis, charges in e, atoms 1 to 2: N -0.731; C -0.356

=====

7.
The following is a quantum chemistry calculation of a 2-piece molecular cluster, C5H6FNO overall in a non-equilibrium geometry, from OMol25.

Geometry as ORCA input:
```
! RIJCOSX wB97M-V def2-TZVPD def2/J DEFGRID3
* xyz 0 1
C -3.15581 0.14546 -0.27102
C -3.25149 0.23628 0.92016
C 0.19764 -1.62083 0.33566
C 0.00343 -0.40276 1.10691
C 1.69825 1.00849 -0.03923
N 1.22630 -2.31800 0.42165
O 0.61031 0.67116 0.92064
F -0.85003 -2.21626 -0.31593
H -2.93777 -0.15720 -1.23408
H -3.45663 0.56480 1.87939
H 2.28940 0.01808 -0.16858
H 2.34919 1.80295 0.28812
H 1.15670 1.13933 -0.90793
H 1.16956 -3.25999 0.04889
*
```

Electronic energy, eV: -11530.7375
HOMO-LUMO gap, eV: 8.7
LUMO, eV: 0.286

Mulliken population analysis, charges in e, atoms 1 to 2: C -0.359; C -0.467

=====

8.
The following is a quantum chemistry calculation of C5H6FO4Sm as an isolated structure in a non-equilibrium geometry, from OMol25.

Geometry as ORCA input:
```
! RIJCOSX wB97M-V def2-TZVPD def2/J DEFGRID3
* xyz 2 8
O 3.14461 0.42512 -0.40422
C 3.14236 -0.42951 0.48726
H 4.07963 -0.57783 1.04769
H 0.92129 -0.74060 0.72424
C 2.02295 -1.32345 0.77718
H 1.88656 -2.07746 -0.00261
H 2.15784 -1.75673 1.77981
C -1.07048 0.55480 0.02596
C -2.39031 1.10968 0.48779
O -3.31082 0.42739 -0.37311
C -2.69447 -0.46738 -1.12515
O -1.33105 -0.42810 -0.84445
O -3.16433 -1.19690 -1.92966
F -0.27641 1.54200 -0.61163
H -2.45395 2.19090 0.31970
H -2.61187 0.85661 1.53094
Sm 1.94844 1.89145 -1.88973
*
```

Electronic energy, eV: -34074.7763
<S²>: 15.759
HOMO-LUMO gap (alpha / beta), eV: 7.9 / 8.9
LUMO (alpha / beta), eV: -9.001 / -8.888

Mulliken population analysis, charges in e, atoms 1 to 2: O -0.585; C 0.272

=====

9.
The following is a quantum chemistry calculation of one molecule with the formula C5H6FP in a non-equilibrium geometry, from OMol25.

Geometry as ORCA input:
```
! RIJCOSX wB97M-V def2-TZVPD def2/J DEFGRID3
* xyz 0 1
C 0.03389 1.13961 -0.11687
C -1.05474 0.58146 0.58321
C 1.11003 0.34072 -0.64658
C -1.98835 1.37496 1.28123
C 1.13293 -1.13823 -0.62180
F -3.09548 0.88751 1.88530
P 2.37488 1.24149 -1.42284
H 0.14272 2.18900 -0.07651
H -1.40769 -0.38693 0.18802
H 1.65382 -1.61589 0.11813
H 1.73912 -1.37430 -1.57352
H 0.12755 -1.65826 -0.77656
H -1.93502 2.41433 1.68724
*
```

Electronic energy, eV: -17284.2354
HOMO-LUMO gap (alpha / beta), eV: 6.4 / 7.0
LUMO (alpha / beta), eV: -0.918 / -1.184

Mulliken population analysis, charges in e, atoms 1 to 2: C -0.583; C -0.151

=====

10.
The following is a quantum chemistry calculation of one molecule with the formula C5H6INO3, from OMol25.

Geometry as ORCA input:
```
! RIJCOSX wB97M-V def2-TZVPD def2/J DEFGRID3
* xyz 0 1
O -1.29662 2.83385 0.67686
C -0.81831 1.78026 -0.01047
C -0.44003 1.63481 -1.31699
C -0.04398 0.28927 -1.49888
C -0.17839 -0.34815 -0.29442
O -0.08494 -1.65811 0.14916
C 1.10428 -2.33202 -0.00201
I 1.51564 -2.97924 -2.06165
N -0.62952 0.58389 0.60257
O -0.98100 0.38091 1.92790
H -1.51148 2.53531 1.57138
H -0.45449 2.40621 -2.05582
H 0.29402 -0.13927 -2.41788
H 1.04462 -3.24685 0.57714
H 1.97458 -1.73222 0.27139
H -1.03342 -0.58183 2.04388
*
```

Electronic energy, eV: -21012.4653
SMILES: Oc1ccc(OCI)n1O
HOMO-LUMO gap, eV: 8.0
LUMO, eV: 0.219

Mulliken population analysis, charges in e, atoms 1 to 2: O -0.506; C 0.532